Entry 1:
Density functional theory data (ωB97M-V/def2-TZVPD) for 14 unconnected molecules or ions with the total composition C56H91N7O14S7 at a distorted geometry.

For the HOMO energy, the calculation gives -0.2876 Eh. As for the LUMO energy: 0.3 eV. The HOMO-LUMO gap is 8.10 eV.

The geometry in XYZ format:
```
175
Properties=species:S:1:pos:R:3:lowdin_charge:R:1
C 36.06620 0.98212 20.36695 -0.229
C 34.63951 0.49234 20.65808 -0.202
C 34.80679 -0.47344 21.92448 -0.197
S 35.98061 0.47990 23.01293 0.721
O 36.91721 -0.52828 23.46030 -0.345
O 35.11119 1.29232 23.89914 -0.362
C 36.72628 1.50893 21.65551 -0.200
H 36.01982 1.78283 19.62883 0.107
H 36.69507 0.28045 19.81897 0.116
H 34.23427 -0.05134 19.80468 0.105
H 33.88259 1.22495 20.93818 0.109
H 35.37397 -1.32396 21.54629 0.087
H 33.90373 -0.84884 22.40579 0.099
H 37.78979 1.28297 21.73289 0.091
H 36.69244 2.56750 21.91315 0.100
C 25.43232 6.67611 16.82231 -0.230
C 26.19805 5.45696 17.27438 -0.255
C 27.27753 5.77729 18.26204 -0.214
S 26.67804 7.31128 19.14639 0.773
O 27.46961 8.51728 18.84525 -0.359
O 26.40181 6.93387 20.58933 -0.388
C 25.12455 7.43406 18.09234 -0.212
H 24.52978 6.30711 16.33511 0.119
H 25.97757 7.31289 16.12566 0.121
H 26.65797 4.86443 16.48350 0.121
H 25.45932 4.75971 17.66962 0.121
H 28.25774 6.00719 17.84439 0.100
H 27.52609 5.00124 18.98596 0.101
H 24.82457 8.48184 18.07603 0.102
H 24.31322 6.93564 18.62283 0.101
C 31.58950 17.16429 20.69613 -0.210
C 31.97333 15.78402 21.09138 -0.263
C 32.66182 15.04520 19.94527 -0.195
S 33.70767 16.31958 19.08052 0.679
O 33.28514 16.48981 17.71041 -0.330
O 35.10150 16.20387 19.42791 -0.324
C 32.94438 17.65206 20.02107 -0.220
H 31.06492 17.69437 21.49108 0.118
H 30.85332 17.20237 19.89320 0.110
H 31.11390 15.25183 21.49913 0.120
H 32.67092 15.89002 21.92218 0.118
H 31.94043 14.65442 19.22764 0.100
H 33.26457 14.17840 20.21628 0.099
H 32.75672 18.53263 19.40668 0.101
H 33.57097 17.86664 20.88677 0.098
C 19.30098 4.02658 21.71640 -0.213
C 19.75073 3.85648 23.18860 -0.195
C 20.33389 5.24477 23.61960 -0.207
S 19.25172 6.50772 22.82545 0.689
O 20.05640 7.55177 22.19716 -0.341
O 18.21093 6.84983 23.77795 -0.343
C 18.54902 5.35765 21.59611 -0.227
H 18.57043 3.26791 21.43566 0.110
H 20.14321 3.97564 21.02636 0.116
H 20.53059 3.09756 23.25150 0.106
H 18.94548 3.57109 23.86553 0.113
H 21.31737 5.47552 23.21018 0.095
H 20.32723 5.49618 24.68018 0.097
H 18.75995 5.79616 20.62075 0.097
H 17.47162 5.36173 21.76127 0.102
C 27.51177 1.64373 26.61084 -0.251
C 26.89779 1.38612 27.99826 -0.181
C 27.53920 0.03213 28.45255 -0.225
S 28.76678 -0.51472 27.25659 0.677
O 28.08844 -1.33504 26.24644 -0.326
O 29.96942 -1.00844 27.90096 -0.331
C 28.94966 1.19033 26.67714 -0.235
H 27.53639 2.70429 26.36044 0.113
H 26.81401 1.19637 25.90296 0.117
H 25.82211 1.35554 27.82479 0.113
H 27.27351 2.18533 28.63716 0.112
H 26.94666 -0.87433 28.57634 0.099
H 28.08226 0.24556 29.37323 0.098
H 29.58272 1.03476 25.80356 0.105
H 29.56601 1.80018 27.33766 0.116
C 18.38597 -3.19843 13.91685 -0.200
C 17.45345 -1.98184 13.58784 -0.225
C 18.27546 -0.84215 12.95105 -0.207
S 19.93150 -1.06458 13.79578 0.730
O 20.11337 -0.00678 14.80917 -0.368
O 20.99996 -1.39698 12.82179 -0.362
C 19.59214 -2.60312 14.72158 -0.207
H 18.70150 -3.52440 12.92575 0.111
H 17.85526 -4.00274 14.42629 0.110
H 16.97525 -1.48752 14.43346 0.112
H 16.68189 -2.21853 12.85518 0.109
H 17.81620 0.14454 13.01129 0.102
H 18.54344 -0.89283 11.89572 0.091
H 19.19669 -2.25916 15.67730 0.099
H 20.40922 -3.32431 14.70236 0.106
C 32.54250 8.65931 26.32337 -0.213
C 33.16668 10.05578 26.39528 -0.233
C 33.15687 10.57026 27.84440 -0.192
S 31.44157 10.13125 28.35618 0.697
O 30.56464 11.11561 27.77742 -0.327
O 31.48296 9.79333 29.80225 -0.356
C 31.39817 8.64199 27.34284 -0.228
H 33.27119 7.87141 26.51392 0.113
H 32.15908 8.53853 25.31020 0.113
H 32.55036 10.65189 25.72230 0.112
H 34.10475 10.06162 25.84021 0.111
H 33.17901 11.63028 28.09730 0.103
H 33.68792 9.95969 28.57467 0.098
H 30.40467 8.45207 26.93665 0.109
H 31.65110 7.89866 28.09887 0.094
N 15.86116 7.80619 10.78230 -0.004
C 15.09552 7.53569 11.89056 -0.141
C 15.88053 6.90550 12.82134 -0.146
C 17.10196 6.69522 12.26562 -0.134
C 17.13363 7.27676 10.97562 -0.109
H 15.58721 8.35992 9.98327 0.143
H 14.08075 7.90533 11.88802 0.105
H 15.49544 6.55343 13.76693 0.098
H 17.90379 6.13832 12.72748 0.091
H 17.84791 7.12825 10.17929 0.096
N 24.89005 3.30425 9.30685 0.004
C 26.10564 3.89710 9.49485 -0.150
C 25.95265 5.26809 9.76609 -0.107
C 24.56797 5.45385 9.87760 -0.122
C 23.96007 4.20550 9.70267 -0.153
H 24.73169 2.33420 9.07440 0.152
H 27.01691 3.32961 9.37683 0.099
H 26.74466 5.98442 9.92732 0.089
H 24.10911 6.33914 10.29245 0.086
H 22.93335 3.87049 9.70717 0.102
N 34.42309 1.16667 9.92269 0.019
C 33.74061 0.02200 9.67977 -0.179
C 32.62089 -0.11416 10.46098 -0.120
C 32.74670 0.88927 11.42081 -0.108
C 33.89626 1.63942 11.06222 -0.155
H 35.31410 1.40216 9.50948 0.157
H 33.98929 -0.69495 8.91130 0.103
H 31.83156 -0.85108 10.47832 0.096
H 32.06271 1.05892 12.23921 0.086
H 34.35231 2.49066 11.54576 0.101
N 27.86985 -2.83016 17.50319 -0.015
C 27.71673 -2.91735 18.82959 -0.173
C 26.55373 -2.27139 19.22552 -0.102
C 25.99761 -1.74410 18.02024 -0.113
C 26.79602 -2.16199 16.94204 -0.121
H 28.56914 -3.36827 17.01173 0.149
H 28.38546 -3.55543 19.38822 0.106
H 26.10317 -2.12296 20.19576 0.088
H 25.05822 -1.21187 18.04606 0.084
H 26.64222 -2.18948 15.87340 0.098
N 23.78928 16.51194 21.60018 -0.021
C 22.89404 16.97736 22.55824 -0.098
C 22.84562 15.93164 23.46326 -0.171
C 23.53764 14.87114 23.03717 -0.119
C 24.21912 15.29111 21.86851 -0.141
H 24.00643 16.96242 20.72268 0.149
H 22.44438 17.95409 22.45724 0.100
H 22.21426 15.95633 24.33915 0.097
H 23.46505 13.92219 23.54767 0.097
H 24.80530 14.72033 21.16353 0.107
N 19.88577 13.66236 13.88316 0.020
C 19.61131 14.97710 14.19870 -0.141
C 19.73357 15.20191 15.58528 -0.136
C 20.15073 14.05200 16.13883 -0.134
C 20.22784 13.11843 15.10166 -0.147
H 19.96580 13.20226 12.98761 0.148
H 19.58349 15.60240 13.31857 0.097
H 19.59183 16.18240 16.01535 0.095
H 20.25037 13.90159 17.20365 0.100
H 20.46966 12.06653 15.13937 0.097
N 35.21168 9.88791 15.30910 0.006
C 34.42090 10.56891 14.32659 -0.083
C 33.34569 9.66361 13.95961 -0.114
C 33.60479 8.44514 14.56597 -0.142
C 34.78445 8.57882 15.27532 -0.167
H 36.05056 10.15253 15.80546 0.139
H 34.65456 11.58754 14.05421 0.086
H 32.61154 9.82676 13.18449 0.086
H 33.06248 7.54471 14.31795 0.091
H 35.34533 7.90162 15.90239 0.099
```

Entry 2:
Density functional theory data (ωB97M-V/def2-TZVPD) for 18 unconnected molecules or ions with the total composition C56H98N10O8 at a distorted geometry.

For the HOMO energy, the calculation gives -0.2863 Eh. As for the LUMO energy: 0.2 eV. The HOMO-LUMO gap is 7.96 eV.

The geometry in XYZ format:
```
172
Properties=species:S:1:pos:R:3:lowdin_charge:R:1
N -3.15175 2.04171 1.83632 0.020
C -4.10018 3.01482 1.54908 -0.121
C -5.12879 2.34982 0.84896 -0.122
C -4.75235 1.00275 0.62207 -0.113
C -3.50217 0.83459 1.25335 -0.125
H -2.28289 2.29756 2.28322 0.100
H -3.95757 4.02443 1.90510 0.099
H -6.05805 2.73279 0.45372 0.083
H -5.27026 0.33496 -0.05040 0.088
H -2.73885 0.07068 1.23989 0.076
N 5.73783 0.80423 -4.91693 -0.011
C 5.13504 1.69402 -4.09873 -0.140
C 3.74361 1.52108 -4.23572 -0.089
C 3.58460 0.42979 -5.12883 -0.125
C 4.82249 0.16027 -5.67017 -0.144
H 6.74248 0.73775 -4.99669 0.153
H 5.81297 2.42700 -3.68697 0.101
H 2.91306 2.07168 -3.81928 0.081
H 2.62766 0.08917 -5.49576 0.074
H 5.13735 -0.62350 -6.34320 0.108
N -4.08542 -5.27943 0.68801 0.021
C -3.58499 -4.11633 1.26607 -0.143
C -3.29378 -3.25479 0.26720 -0.161
C -3.74260 -3.71526 -0.93225 -0.102
C -4.28418 -4.96684 -0.64799 -0.128
H -4.26076 -6.16246 1.14584 0.143
H -3.45747 -4.00399 2.33261 0.105
H -2.88453 -2.27278 0.45316 0.082
H -3.71559 -3.26359 -1.91289 0.093
H -4.72275 -5.70591 -1.30208 0.099
N -0.04953 0.42502 -0.84657 0.066
C -0.34235 -0.47670 -1.80493 -0.102
C -0.32410 -1.76009 -1.18963 -0.126
C -0.12474 -1.64538 0.17201 -0.136
C 0.00938 -0.28157 0.34939 -0.155
H -0.05631 1.42678 -0.97518 0.096
H -0.51495 -0.21502 -2.83843 0.087
H -0.58224 -2.71071 -1.63246 0.088
H -0.21452 -2.37795 0.96048 0.090
H 0.12891 0.26060 1.27576 0.097
N 3.42349 4.76906 0.72938 0.004
C 3.44150 3.42911 0.70318 -0.145
C 3.98236 3.05653 -0.53186 -0.083
C 4.22170 4.25952 -1.22144 -0.130
C 3.85422 5.28248 -0.43672 -0.162
H 3.17304 5.32924 1.53161 0.158
H 3.18162 2.88735 1.60060 0.097
H 4.09911 2.05239 -0.91198 0.093
H 4.63115 4.35053 -2.21666 0.098
H 3.97311 6.32905 -0.67535 0.124
N 0.91765 4.12040 -1.12191 0.054
C 0.38604 4.40518 -2.33523 -0.132
C -0.95418 4.02764 -2.44211 -0.080
C -1.26376 3.52545 -1.10135 -0.113
C -0.07046 3.54578 -0.34361 -0.147
H 1.88082 4.22806 -0.83762 0.075
H 0.93157 4.93461 -3.10236 0.114
H -1.62765 4.31273 -3.23681 0.089
H -2.24577 3.20939 -0.78172 0.088
H -0.01374 3.18143 0.67149 0.094
N 0.07440 -3.90383 -4.27423 0.024
C 0.04853 -2.78789 -5.05188 -0.137
C -1.27485 -2.53733 -5.37013 -0.135
C -2.08642 -3.55056 -4.82510 -0.114
C -1.22756 -4.35064 -4.12276 -0.145
H 0.85736 -4.24606 -3.73575 0.071
H 0.93193 -2.18657 -5.20813 0.098
H -1.47415 -1.70213 -6.02520 0.081
H -3.13732 -3.69661 -5.02681 0.092
H -1.34332 -5.29573 -3.61304 0.102
N 2.99348 -2.29332 -1.05412 0.031
C 3.69563 -2.29876 -2.24053 -0.076
C 4.83224 -3.16581 -1.94642 -0.102
C 4.73750 -3.63881 -0.65494 -0.129
C 3.62820 -3.06882 -0.13139 -0.176
H 2.19400 -1.71110 -0.84930 0.115
H 3.35318 -1.69488 -3.06785 0.101
H 5.60927 -3.58460 -2.56870 0.093
H 5.58307 -4.17282 -0.24720 0.108
H 3.12355 -3.08502 0.82332 0.106
N 0.99071 -5.71638 0.53048 0.046
C 2.10668 -5.72146 1.29825 -0.155
C 1.74597 -5.54923 2.66396 -0.108
C 0.35795 -5.60430 2.71060 -0.136
C -0.10591 -5.70846 1.41953 -0.110
H 1.00181 -5.58780 -0.47124 0.109
H 3.11976 -5.68044 0.92624 0.093
H 2.35897 -5.39940 3.54042 0.078
H -0.21111 -5.43150 3.61210 0.085
H -1.10194 -5.62754 1.00993 0.088
N 1.37956 -2.96714 7.84561 -0.008
C 0.99207 -4.20046 7.41886 -0.129
C 1.31458 -4.28062 6.10617 -0.116
C 1.97999 -3.10299 5.77795 -0.119
C 1.97429 -2.25537 6.88611 -0.141
H 1.04604 -2.63741 8.74012 0.154
H 0.63609 -4.88414 8.17534 0.114
H 1.10509 -5.12994 5.47280 0.077
H 2.39226 -2.88453 4.80393 0.075
H 2.25604 -1.21782 6.98865 0.115
C -3.68697 1.30133 -2.94634 -0.075
C -4.11921 0.34207 -4.00157 -0.347
O -4.41189 1.11724 -5.05809 -0.081
H -3.43692 0.68698 -2.08138 0.069
H -4.49274 1.96712 -2.63722 0.084
H -2.91394 1.99933 -3.26776 0.059
H -4.99310 -0.26719 -3.77086 0.122
H -3.31703 -0.32583 -4.31545 0.109
H -5.13936 1.70849 -4.85120 0.112
C 3.56286 -0.16208 1.98902 -0.070
C 3.06281 -0.31216 3.43944 -0.260
O 2.47117 0.93890 3.82149 -0.105
H 4.32057 0.61771 1.91204 0.066
H 2.81069 0.27974 1.33547 0.061
H 3.98770 -1.09955 1.63019 0.058
H 3.79874 -0.53906 4.21082 0.119
H 2.33248 -1.11810 3.36750 0.097
H 3.09354 1.57583 4.18006 0.100
C -1.49908 -1.28172 3.85435 -0.064
C -0.72630 -0.56997 4.93685 -0.251
O -0.28645 0.65117 4.34385 -0.125
H -0.96160 -1.76905 3.04088 0.057
H -2.27766 -0.65066 3.42577 0.066
H -2.04734 -2.09604 4.32805 0.076
H 0.09058 -1.08388 5.44350 0.098
H -1.45174 -0.51404 5.74846 0.114
H 0.61128 0.55606 4.01729 0.049
C -3.32127 7.87609 -1.44702 -0.080
C -2.99540 6.40758 -1.04279 -0.292
O -1.73448 6.61622 -0.38806 -0.104
H -3.07957 8.54267 -0.61915 0.071
H -4.35868 8.02233 -1.74783 0.063
H -2.71875 8.09460 -2.32867 0.069
H -3.05598 5.72177 -1.88783 0.092
H -3.64964 6.01640 -0.26365 0.098
H -1.41785 5.72180 -0.24190 0.020
C -0.39761 5.38038 3.08953 -0.072
C 0.30800 4.13317 3.55961 -0.307
O -0.42587 3.04350 3.06453 -0.107
H 0.12309 6.30854 3.32509 0.079
H -1.35129 5.46023 3.61128 0.066
H -0.71130 5.43995 2.04735 0.059
H 0.41940 4.19129 4.64234 0.120
H 1.29473 4.08664 3.09886 0.087
H -0.27427 2.20599 3.50859 0.029
C 1.53781 -6.76473 -3.23607 -0.073
C 2.49794 -5.94506 -2.39579 -0.300
O 1.97300 -4.64524 -2.48550 -0.122
H 0.60605 -6.83489 -2.67483 0.068
H 1.85950 -7.80251 -3.32341 0.080
H 1.22347 -6.33966 -4.18928 0.077
H 3.45277 -5.93340 -2.92140 0.118
H 2.64082 -6.31082 -1.37898 0.097
H 2.67223 -4.05440 -2.19641 0.024
C -2.94130 3.64198 5.75660 -0.079
C -2.63066 2.27490 6.39145 -0.293
O -1.21140 2.19349 6.49960 -0.093
H -3.97893 3.92659 5.93101 0.068
H -2.68627 3.69157 4.69801 0.048
H -2.44508 4.46640 6.26867 0.073
H -3.05316 1.48004 5.77680 0.103
H -3.05298 2.11436 7.38341 0.107
H -0.98374 1.75361 5.67724 0.014
C -0.20965 1.76790 -5.22661 -0.079
C -1.47894 1.91643 -6.03702 -0.303
O -2.32037 2.93196 -5.51610 -0.096
H -0.38653 1.28216 -4.26699 0.044
H 0.33027 2.70278 -5.07631 0.072
H 0.39035 1.03380 -5.76438 0.061
H -2.01141 0.96930 -5.95037 0.094
H -1.26762 2.17410 -7.07483 0.112
H -3.15153 2.49090 -5.32577 0.026
```